Record 1
The following is a DFT calculation (ωB97M-V/def2-TZVPD) of a single C4H7NO molecule at a distorted geometry.

Atoms and positions in Å:
C 0.655 0.811 -1.349
C 0.196 0.570 0.084
C -1.330 0.349 0.187
N -0.384 -0.734 0.299
C 0.221 -1.408 1.314
O 1.380 -1.149 1.629
H 1.700 0.521 -1.428
H 0.571 1.856 -1.669
H 0.082 0.208 -2.072
H 1.118 0.334 0.969
H -1.973 0.657 1.007
H -1.908 0.214 -0.745
H -0.327 -2.229 1.775

Values from the calculation:
HOMO-LUMO gap in Ha: 0.387
Calculated total energy in a.u.: -286.5031
HOMO in eV: -9.6
Multiplicity: 1
LUMO energy in eV: 0.90
SMILES string: C[C@H]1CN1C=O

---

Record 2
The following is a DFT calculation (ωB97M-V/def2-TZVPD) of a molecular structure, C24H38F10N4O4S at a distorted geometry.

Atoms and positions in Å:
C 7.020 -2.851 1.795
C 6.844 -2.254 0.403
C 5.854 -1.102 0.443
C 5.447 -0.675 -0.978
C 5.379 0.836 -1.205
C 4.080 1.112 -1.943
C 3.514 2.522 -1.804
C 2.419 2.496 -0.737
C 1.187 3.270 -1.150
C 0.248 3.583 0.005
C -1.197 3.533 -0.484
C -2.210 3.030 0.544
N -2.417 1.565 0.446
C -1.460 0.778 1.071
N -0.843 1.140 2.159
C 0.109 0.345 2.922
F -0.405 -0.837 3.238
F 0.245 1.046 4.064
C 1.518 0.203 2.247
F 2.439 0.336 3.221
F 1.626 -1.008 1.716
N -1.211 -0.488 0.574
S -0.076 -0.339 -0.741
C -2.546 -1.047 0.197
C -3.660 -0.450 1.044
C -5.024 -1.023 0.690
O -5.844 -1.228 1.567
C -5.472 -1.329 -0.771
F -4.765 -0.624 -1.675
F -6.757 -0.949 -0.883
C -5.361 -2.803 -1.203
F -4.067 -3.171 -1.160
F -5.753 -2.865 -2.490
C -6.168 -3.816 -0.370
F -5.919 -5.028 -0.933
F -5.691 -3.846 0.876
C -7.711 -3.653 -0.355
O -8.307 -3.859 0.685
O -8.340 -3.351 -1.500
C -3.704 1.117 1.012
N -4.841 1.539 0.219
H 7.273 -2.048 2.482
H 7.835 -3.565 1.835
H 6.103 -3.317 2.127
H 6.458 -3.018 -0.259
H 7.800 -1.909 0.028
H 6.280 -0.260 0.982
H 4.984 -1.459 0.985
H 6.133 -1.111 -1.692
H 4.424 -1.037 -1.198
H 5.400 1.380 -0.261
H 6.218 1.176 -1.802
H 4.220 0.854 -2.983
H 3.369 0.391 -1.564
H 4.305 3.200 -1.517
H 3.120 2.811 -2.772
H 2.835 2.954 0.159
H 2.180 1.455 -0.563
H 1.489 4.168 -1.674
H 0.676 2.657 -1.884
H 0.468 4.597 0.306
H 0.413 2.913 0.839
H -1.303 2.880 -1.338
H -1.524 4.512 -0.807
H -3.137 3.517 0.291
H -1.960 3.363 1.552
H -1.021 2.060 2.535
H 1.705 0.997 1.529
H -0.893 -0.201 -1.812
H -2.535 -2.113 0.379
H -2.690 -0.912 -0.865
H -3.480 -0.714 2.078
H -7.837 -2.744 -2.051
H -3.778 1.441 2.054
H -4.741 2.486 -0.124
H -5.634 1.581 0.848
C 1.758 -1.381 -1.335
O 2.857 -1.724 -2.004
H 0.930 -0.897 -1.949
H 1.210 -2.210 -0.815
H 1.906 -0.629 -0.497

Values from the calculation:
HOMO-LUMO gap in Ha: 0.206
Calculated total energy in a.u.: -2853.8449
HOMO in eV: -6.8
Multiplicity: 1
LUMO energy in eV: -1.23

---

Record 3
The following is a DFT calculation (ωB97M-V/def2-TZVPD) of a single C6H12OS molecule at a distorted geometry.

Atoms and positions in Å:
C 1.860 -1.497 0.273
C 0.119 0.057 -0.322
C -0.380 1.303 -1.062
C 0.080 2.091 0.056
C 0.163 0.807 0.920
C -1.923 -1.338 -0.274
H 2.982 -1.651 0.544
H 1.398 -2.579 -0.068
H 1.150 -1.256 1.332
H -1.291 1.259 -1.363
H -0.077 1.570 -2.093
H -0.459 2.887 0.461
H 1.172 2.458 0.158
H -0.536 0.662 1.775
H 1.163 0.785 1.606
H -2.402 -1.164 0.812
H -2.650 -0.735 -0.830
H -1.816 -2.447 -0.560
O -0.536 -1.125 -0.569
S 1.985 -0.086 -0.796

Values from the calculation:
HOMO-LUMO gap in Ha: 0.344
Calculated total energy in a.u.: -709.0409
HOMO in eV: -8.5
Multiplicity: 1
LUMO energy in eV: 0.85
SMILES string: COC1(SC)CCC1

---

Record 4
The following is a DFT calculation (ωB97M-V/def2-TZVPD) of a molecular structure, C6H12NS at a distorted geometry.

Atoms and positions in Å:
C 0.331 1.317 0.082
C 0.685 2.401 -0.596
C 0.982 0.473 1.067
C 1.311 -0.910 0.370
C -0.026 -1.644 0.012
C -1.286 0.368 -0.624
N -0.807 -1.051 -1.016
S -2.737 0.183 0.510
H -0.019 2.754 -1.369
H 1.622 2.847 -0.248
H 1.887 1.031 1.272
H 0.442 0.296 2.034
H 1.988 -0.755 -0.470
H 1.903 -1.402 1.134
H 0.095 -2.635 -0.295
H -0.603 -1.513 0.985
H -1.539 0.942 -1.525
H -0.279 -1.013 -1.811
H -1.699 -1.725 -1.284
H -2.251 0.037 1.772

Values from the calculation:
HOMO-LUMO gap in Ha: 0.378
Total charge: +1
Calculated total energy in a.u.: -688.4019
HOMO in eV: -13.6
Multiplicity: 1
LUMO energy in eV: -3.31

---

Record 5
The following is a DFT calculation (ωB97M-V/def2-TZVPD) of 7 unconnected molecules or ions with the total composition C41H54ClFN8O4P3.

Atoms and positions in Å:
C 0.065 3.668 -0.554
C 1.537 3.526 -0.139
C 1.744 2.862 1.234
C 2.215 1.375 1.164
C 1.073 0.422 1.219
N 0.308 0.109 2.215
P 0.421 0.736 3.978
O 1.891 1.384 3.986
O 0.668 -0.690 4.655
C -0.897 -0.720 1.790
P -2.296 0.514 1.705
O -3.592 -0.063 1.317
P -1.311 -2.185 2.997
O -2.227 -1.438 4.117
Cl -2.820 -3.057 1.970
C -0.594 -1.093 0.289
C -0.576 -2.585 -0.117
C 0.299 -2.943 -1.320
C -0.037 -2.257 -2.677
N -1.323 -1.600 -2.825
C 0.709 -0.370 0.000
F 0.660 0.445 -1.115
H -0.052 3.492 -1.619
H -0.312 4.668 -0.350
H -0.565 2.941 -0.035
H 1.986 4.519 -0.099
H 2.088 2.985 -0.910
H 0.805 2.916 1.795
H 2.481 3.402 1.827
H 2.916 1.189 1.971
H 2.715 1.201 0.212
H 2.600 0.734 4.114
H 1.164 -1.344 4.105
H -1.730 1.439 0.807
H -2.228 1.166 2.946
H -2.156 -0.492 4.262
H -1.358 -0.596 -0.314
H -1.596 -2.894 -0.330
H -0.242 -3.186 0.734
H 1.360 -2.809 -1.088
H 0.176 -4.018 -1.469
H 0.735 -1.529 -2.930
H 0.026 -3.029 -3.446
H -1.341 -0.647 -2.498
H -2.106 -2.122 -2.461
H 1.548 -1.066 -0.129
N -2.229 -5.925 -1.723
C -3.007 -6.156 -2.780
C -2.897 -7.277 -3.588
C -1.922 -8.213 -3.283
C -1.104 -7.989 -2.187
C -1.298 -6.836 -1.442
H -3.761 -5.405 -2.992
H -3.560 -7.400 -4.435
H -1.802 -9.102 -3.889
H -0.331 -8.693 -1.908
H -0.679 -6.636 -0.574
N -4.203 -6.662 -6.759
C -3.937 -5.403 -7.099
C -3.154 -5.051 -8.188
C -2.617 -6.062 -8.969
C -2.886 -7.377 -8.629
C -3.682 -7.623 -7.520
H -4.375 -4.636 -6.469
H -2.976 -4.010 -8.416
H -2.002 -5.828 -9.829
H -2.492 -8.200 -9.209
H -3.915 -8.642 -7.229
N 2.924 -2.265 3.947
C 3.959 -1.433 3.806
C 5.123 -1.520 4.548
C 5.221 -2.531 5.494
C 4.161 -3.407 5.644
C 3.036 -3.238 4.849
H 3.860 -0.665 3.040
H 5.930 -0.820 4.386
H 6.113 -2.635 6.098
H 4.196 -4.213 6.364
H 2.190 -3.910 4.938
N -3.593 3.105 2.149
C -3.349 4.174 2.906
C -3.981 5.394 2.727
C -4.913 5.511 1.708
C -5.176 4.406 0.915
C -4.494 3.227 1.174
H -2.617 4.048 3.697
H -3.749 6.228 3.375
H -5.429 6.447 1.538
H -5.899 4.449 0.113
H -4.682 2.335 0.587
N 4.436 5.145 6.896
C 3.693 4.141 6.439
C 2.764 4.273 5.417
C 2.595 5.523 4.840
C 3.358 6.579 5.307
C 4.263 6.338 6.333
H 3.849 3.180 6.919
H 2.194 3.417 5.088
H 1.878 5.672 4.041
H 3.260 7.572 4.891
H 4.877 7.143 6.722
N 0.940 5.317 -3.212
C 1.272 6.603 -3.306
C 2.032 7.126 -4.342
C 2.472 6.269 -5.337
C 2.134 4.927 -5.254
C 1.370 4.505 -4.177
H 0.911 7.249 -2.514
H 2.267 8.181 -4.365
H 3.066 6.639 -6.163
H 2.452 4.220 -6.007
H 1.085 3.462 -4.087

Values from the calculation:
HOMO-LUMO gap in Ha: 0.271
Total charge: +1
Calculated total energy in a.u.: -3917.6712
HOMO in eV: -11.0
Multiplicity: 1
LUMO energy in eV: -3.66